Record 1
{
  "formula": "C2H4NO2",
  "method": "wB97M-V/def2-TZVPD",
  "species": ["C", "C", "N", "O", "O", "H", "H", "H", "H"],
  "positions_angstrom": [[-1.0439, -0.3641, 0.5146], [0.1669, 0.1570, -0.3254], [-2.2895, 0.0497, 0.0747], [-3.1241, 0.7281, -0.2322], [-2.0537, -1.2886, -0.0716], [-0.6699, -0.5662, 1.5499], [1.0024, -0.4701, -0.6781], [0.5693, 0.9470, 0.2271], [-0.1540, 0.5327, -1.4063]],
  "forces_ev_per_angstrom": [[4.9, -0.2, -0.2], [-2.0, -0.4, -3.7], [1.0, -3.3, 0.8], [-2.0, 1.8, -0.6], [-0.5, 1.4, -0.2], [-1.5, 0.3, -0.4], [-0.6, -0.7, 1.1], [0.6, 1.4, 0.8], [0.1, -0.4, 2.4]],
  "e_above_lowest_kj_mol": 580.1,
  "lumo_ev": -7.5,
  "e_tot_ev": -7709.943,
  "max_force_ev_per_a": 4.858,
  "total_charge": 1,
  "smiles": "C[C@@H]1O[N+]1=O"
}

=====

Record 2
{
  "formula": "C2H4NO2",
  "method": "wB97M-V/def2-TZVPD",
  "species": ["C", "C", "N", "O", "O", "H", "H", "H", "H"],
  "positions_angstrom": [[-0.9134, -0.8038, 0.1508], [-0.3897, 0.4240, -0.1581], [-2.3172, -0.8346, 0.4842], [-2.6790, 1.2360, 0.2378], [-1.8989, -1.2942, -0.6787], [-0.4186, -1.6109, 0.8430], [-0.4982, 0.7602, -1.1810], [0.3170, 0.9878, 0.4993], [-1.8284, 1.2757, 0.0408]],
  "forces_ev_per_angstrom": [[2.0, -4.3, 3.6], [1.6, 2.0, 0.0], [-1.6, 2.8, -1.1], [-6.0, -3.9, 1.8], [-1.5, -0.4, -0.4], [-0.1, 1.7, -1.6], [-0.3, 0.4, -0.2], [-0.7, -0.6, -0.4], [6.4, 2.4, -1.7]],
  "e_above_lowest_kj_mol": 1005.7,
  "lumo_ev": [-9.5, -9.5],
  "e_tot_ev": -7705.533,
  "max_force_ev_per_a": 7.350,
  "total_charge": 1
}

=====

Record 3
{
  "formula": "C2H4NO2",
  "method": "wB97M-V/def2-TZVPD",
  "species": ["C", "C", "N", "O", "O", "H", "H", "H", "H"],
  "positions_angstrom": [[1.8428, 0.5288, -0.0280], [-1.8460, 0.0675, 0.0860], [-1.2112, -0.9775, -0.0516], [0.6328, 0.3790, 0.1673], [-2.3969, 1.0332, 0.2330], [2.4993, -0.0537, -0.6445], [2.3116, 1.5015, 0.1065], [-0.0283, -0.6356, 0.1506], [-1.8039, -1.8433, -0.0192]],
  "forces_ev_per_angstrom": [[-0.9, 1.8, -1.4], [-0.8, -0.1, 0.1], [-0.3, -2.6, 0.1], [2.7, 0.2, 0.9], [-0.8, 1.7, 0.1], [0.0, -1.8, 0.1], [-0.4, 0.4, 0.9], [-0.6, -0.3, -0.8], [1.1, 0.8, -0.1]],
  "e_above_lowest_kj_mol": 130.1,
  "lumo_ev": -5.7,
  "e_tot_ev": -7714.607,
  "max_force_ev_per_a": 2.891,
  "total_charge": 1
}

=====

Record 4
{
  "formula": "C2H4NO3",
  "method": "wB97M-V/def2-TZVPD",
  "species": ["C", "C", "N", "O", "O", "O", "H", "H", "H", "H"],
  "positions_angstrom": [[0.4750, 0.0441, 0.2546], [-0.6724, -1.2253, -1.3796], [0.5241, 2.0619, 1.9836], [1.1380, 1.5722, 2.7850], [-0.0736, 2.8242, 1.4175], [-0.5069, -0.1330, -0.4642], [1.3196, -0.6607, 0.2125], [-0.9825, -0.8227, -2.3455], [-1.4730, -1.8580, -0.9950], [0.2516, -1.8026, -1.4690]],
  "forces_ev_per_angstrom": [[1.0, 1.6, 1.9], [-0.2, -1.2, -0.9], [-0.1, -1.7, -1.6], [0.5, 0.0, 1.0], [-0.5, 0.9, -0.1], [-0.9, 0.3, -0.3], [-0.1, -0.5, -0.4], [0.2, 0.1, 0.2], [0.1, 0.2, 0.1], [0.0, 0.2, 0.1]],
  "e_above_lowest_kj_mol": 228.0,
  "lumo_ev": [-6.4, -6.4],
  "e_tot_ev": -9756.183,
  "max_force_ev_per_a": 2.720,
  "total_charge": 1
}

=====

Record 5
{
  "formula": "C2H4NO3S",
  "method": "wB97M-V/def2-TZVPD",
  "species": ["C", "C", "N", "O", "O", "O", "S", "H", "H", "H", "H"],
  "positions_angstrom": [[0.1932, 0.7495, 1.3412], [-1.0322, 0.2227, -0.2246], [1.1949, 0.0197, 1.2010], [1.1940, -0.6793, -1.3895], [-0.3422, 1.5342, 2.0922], [-0.9686, -1.4710, -2.3747], [-0.2644, -0.2600, -1.8451], [-1.7492, 1.0161, -0.3833], [-1.4232, -0.7321, 0.0663], [1.3978, -0.5637, -0.4386], [1.8001, 0.1641, 1.9551]],
  "forces_ev_per_angstrom": [[-4.0, 0.5, -1.9], [2.6, 0.0, 0.5], [1.3, -1.6, -1.5], [0.8, -0.7, -0.7], [0.2, 0.0, -0.1], [0.4, 0.5, 0.8], [-1.5, 1.1, -0.2], [-0.2, 0.0, -0.1], [-0.7, -0.3, 0.6], [-0.4, 0.3, 1.2], [1.4, 0.2, 1.5]],
  "e_above_lowest_kj_mol": 119.1,
  "lumo_ev": 3.9,
  "e_tot_ev": -20606.539,
  "max_force_ev_per_a": 4.469,
  "total_charge": -1
}

=====

Record 6
{
  "formula": "C2H4NO3S",
  "method": "wB97M-V/def2-TZVPD",
  "species": ["C", "C", "N", "O", "O", "O", "S", "H", "H", "H", "H"],
  "positions_angstrom": [[0.0410, -0.0467, 0.6623], [1.2901, -0.7582, 0.3823], [-0.5045, 0.2475, 1.7477], [-0.0029, 1.4322, -1.6601], [-1.1972, -0.6829, -1.7219], [-2.0817, 1.1767, -0.3521], [-0.9528, 0.5598, -1.0149], [1.0212, -1.7263, -0.1277], [1.5822, -0.1755, -0.5846], [2.1641, -0.8318, 1.1367], [-1.3595, 0.8052, 1.5322]],
  "forces_ev_per_angstrom": [[-1.9, 0.9, -1.5], [1.5, 0.0, -2.4], [-0.2, 0.5, 0.7], [0.2, 0.8, -0.6], [-0.5, -0.1, -0.4], [-0.8, 0.5, -0.5], [2.0, -1.8, 3.1], [0.3, 0.5, 1.0], [0.5, -0.8, 1.7], [-1.8, 0.1, -1.1], [0.5, -0.6, 0.1]],
  "e_above_lowest_kj_mol": 5.0,
  "lumo_ev": 4.1,
  "e_tot_ev": -20607.722,
  "max_force_ev_per_a": 4.135,
  "total_charge": -1,
  "smiles": "[H]/N=C(/C)S(=O)(=O)[O-]"
}